# 1
Molecular formula: C33H75F4O40P7
Method: DFT, wB97M-V/def2-TZVPD

ORCA input file:
```
! RIJCOSX wB97M-V def2-TZVPD def2/J DEFGRID3
* xyz 0 1
P 1.28 4.69 -0.84
P -4.12 1.63 -2.36
P 2.32 0.77 -4.71
P -2.40 3.65 2.50
P -4.77 -3.76 -4.99
P 5.84 -1.53 -0.56
P 4.01 -0.97 6.21
F -0.23 -5.38 0.90
F 0.52 0.29 0.75
F -3.72 -3.97 -1.17
F -1.42 2.52 5.39
O 4.65 0.34 5.52
O 4.08 -2.08 5.08
O 2.44 -0.70 6.41
O 1.86 0.97 3.41
O 7.16 -0.66 -0.76
O -1.57 -3.95 2.81
O -1.01 3.93 2.91
O -3.31 0.89 -3.52
O 3.61 0.43 -5.33
O 1.38 1.74 -5.57
O -0.99 -2.49 -1.32
O -4.27 -5.14 -5.58
O 0.15 5.57 -0.12
O 2.18 4.24 0.39
O -0.04 -2.58 3.67
O -7.09 -2.76 1.32
O -0.05 0.81 4.63
O -5.54 1.31 -2.26
O -3.66 -3.45 -3.87
O 6.26 -3.07 -0.79
O 2.21 5.75 -1.58
O -3.46 4.49 3.33
O 0.49 -4.67 2.93
O 5.21 -1.34 0.78
O 1.10 -1.91 -0.79
O -2.95 2.15 2.59
O -4.89 -2.35 1.58
O -3.19 1.35 -1.08
O 5.06 -1.14 -1.88
O -2.82 4.08 0.99
O 2.39 1.59 -3.33
O 1.41 -0.53 -4.40
O -5.63 -2.95 -0.41
O 0.85 3.62 -1.75
O 4.70 -1.38 7.43
O -3.81 3.18 -2.67
O -6.16 -3.76 -4.49
O -4.43 -2.65 -6.07
O 1.54 2.20 5.26
O -0.48 -1.70 0.72
C -0.20 -2.13 -0.50
C 0.69 2.01 6.38
C -0.26 -5.66 2.25
C 5.53 -1.57 -3.17
C 0.62 6.68 0.65
C -3.76 -2.81 0.88
C 0.66 -0.98 1.21
C -5.44 -2.20 -6.98
C 5.67 -4.08 0.02
C -1.66 -5.37 2.74
C 3.52 5.34 -2.02
C -2.07 1.04 2.38
C 2.71 0.89 -2.13
C -3.68 -0.39 -3.97
C 0.05 -0.43 -3.89
C -2.85 5.47 0.63
C -5.98 -2.73 0.88
C -2.32 -3.88 -4.11
C 1.20 1.29 4.34
C -0.32 -3.61 3.15
C -1.84 1.78 -1.11
C 3.45 -1.98 3.80
C 0.76 1.36 -6.78
C -5.09 -5.92 -6.44
C 1.68 3.29 1.31
C -3.01 5.30 4.44
C -4.25 -2.86 -0.57
C -0.60 1.48 5.72
C 4.86 1.48 6.34
C -4.79 4.14 -2.33
C 1.59 -1.82 6.71
C 8.23 -0.71 0.18
C 1.77 -1.65 0.44
H -2.25 -4.96 -4.20
H -1.68 -3.56 -3.30
H 0.88 2.09 -7.57
H -0.27 0.58 -3.66
H 5.19 -4.84 -0.59
H 5.56 -0.67 -3.78
H -5.42 -2.88 -7.84
H -2.86 -2.18 0.92
H -1.68 2.57 -0.38
H -5.24 4.58 -3.22
H 2.84 -0.19 -2.23
H 2.62 -1.28 3.88
H -1.44 2.05 -2.09
H -1.05 1.32 2.12
H 0.87 -1.49 7.46
H 7.87 -1.20 1.08
H -3.10 -0.75 -4.82
H -6.39 -2.12 -6.45
H -1.92 -3.45 -5.04
H -2.13 0.33 3.20
H -5.20 -1.23 -7.42
H 6.47 -4.60 0.56
H 8.48 0.32 0.46
H -0.32 1.31 -6.62
H -1.76 -5.71 3.78
H -3.42 -3.79 1.21
H 2.32 2.41 1.39
H -2.51 4.64 5.14
H -5.59 3.78 -1.69
H -6.06 -5.45 -6.63
H 4.19 6.20 -1.95
H -3.92 -1.96 -1.09
H 3.88 4.56 -1.35
H 9.19 -1.09 -0.18
H 3.08 -2.98 3.57
H -0.20 7.40 0.76
H 2.04 1.14 -1.32
H -4.74 -0.46 -4.21
H 0.07 -1.01 -2.97
H -0.52 -0.87 -4.70
H 5.73 1.32 6.99
H -2.35 6.08 4.09
H 1.01 -2.12 5.84
H -4.31 4.95 -1.79
H -5.35 -6.87 -5.98
H -3.90 5.74 0.48
H -4.69 -6.00 -7.45
H 3.97 1.68 6.95
H 1.38 7.23 0.10
H -2.33 5.42 -0.33
H 0.53 2.91 6.98
H 0.70 2.93 1.02
H -2.48 -5.77 2.16
H -2.37 6.16 1.31
H 0.21 -6.63 2.42
H 0.91 6.42 1.66
H 2.23 -2.52 0.89
H 3.71 1.24 -1.85
H 2.58 -0.92 0.35
H 1.10 1.18 6.96
H -3.93 5.68 4.89
H -2.51 0.52 1.52
H 4.92 -3.76 0.75
H -1.09 0.89 6.49
H 6.51 -2.04 -3.10
H -3.60 -1.13 -3.17
H 4.88 -2.29 -3.66
H 1.58 3.64 2.34
H 3.47 5.02 -3.06
H 4.12 -1.75 2.97
H 2.20 -2.59 7.18
H 1.02 0.36 -7.13
H 0.80 -1.01 2.28
H -1.20 0.93 -0.85
H 5.08 2.39 5.79
*
```

Results
HOMO ... -0.371 Ha
Energy relative to the best compared isomer or geometry (same formula, charge and spin) ... 45.17 kJ/mol

Atomic partial charges in e from the Mulliken method, atoms 1 to 6: P 0.8278; P 0.7413; P 1.0091; P 1.3056; P 0.5286; P 0.2949

***

# 2
Molecular formula: C33H77F3I2N13O8P4
Method: DFT, wB97M-V/def2-TZVPD

ORCA input file:
```
! RIJCOSX wB97M-V def2-TZVPD def2/J DEFGRID3
* xyz 1 1
I -2.37 3.00 -1.34
I -3.13 -1.37 -3.84
P -7.50 1.54 2.09
P -1.03 2.07 -5.13
P 7.77 -2.36 -1.42
P -3.59 -0.96 4.36
F 3.29 1.40 -6.40
F 1.84 2.76 -5.64
F 1.24 0.96 -6.78
O -4.17 0.34 3.86
O 0.26 -2.94 0.22
O 7.34 -1.02 -1.99
O -1.53 3.48 -4.58
O -2.22 1.27 -5.90
O 3.44 3.46 -2.82
O 5.58 4.05 -3.07
O -6.80 0.37 1.43
N -3.21 -1.63 2.81
N 1.14 -0.10 -2.65
N -8.61 1.94 0.82
N -3.49 -2.54 5.09
N 8.04 -3.07 -2.98
N -0.87 0.72 -2.66
N -8.30 2.49 3.31
N 9.28 -1.84 -0.76
N 7.85 -3.97 -0.72
N 2.05 0.70 -4.64
N -2.16 -0.35 5.12
N -6.16 2.62 2.09
N -0.26 1.12 -3.85
C -2.41 0.56 6.24
C 1.62 -2.50 -0.09
C 0.39 -2.14 -0.87
C -9.57 1.87 3.80
C -0.93 -1.09 5.33
C 4.57 3.14 -3.13
C 7.57 -3.98 0.74
C -4.65 0.58 -2.12
C -3.73 -0.93 1.64
C 9.27 -3.74 -3.37
C 7.52 -2.34 -4.14
C 4.94 1.78 -3.66
C 3.25 -0.06 -4.23
C -4.40 -3.55 4.46
C -6.23 4.00 1.64
C -9.57 0.88 0.50
C -2.19 0.99 -2.13
C -9.20 3.25 0.60
C -3.88 -2.54 6.52
C 6.04 4.28 -1.72
C -3.38 0.58 -3.00
C 0.00 0.00 -1.98
C 5.86 5.73 -1.30
C 2.06 1.46 -5.85
C -1.94 -2.23 2.47
C 1.01 0.59 -3.78
C 9.16 -0.91 0.37
C 6.87 -4.93 -1.30
C 10.47 -2.66 -0.61
C -0.08 -0.67 -0.67
C -4.87 2.06 1.73
C -7.48 2.69 4.54
C 4.03 0.67 -3.12
H -1.01 -1.88 6.09
H 6.96 -5.89 -0.79
H -1.16 -1.47 2.34
H -0.15 -0.41 5.66
H -5.44 -3.23 4.49
H 3.00 -1.07 -3.94
H 7.51 -5.01 1.10
H -3.11 1.35 5.94
H -6.58 3.26 4.35
H -6.30 4.06 0.54
H -3.70 -1.59 0.77
H 2.22 -3.33 -0.43
H 6.62 -3.49 0.98
H 6.51 -1.99 -3.96
H -3.14 -0.03 1.42
H 4.89 1.84 -4.74
H -1.09 -0.82 -0.29
H 0.60 -0.25 0.06
H -4.99 1.60 -1.96
H 1.85 -1.93 0.79
H -8.06 3.26 5.27
H -1.19 4.20 -5.13
H -2.02 -2.77 1.52
H -5.33 4.54 1.95
H 5.55 3.63 -1.00
H 7.06 -5.12 -2.35
H -9.96 2.44 4.64
H 8.49 -0.08 0.11
H 9.12 -4.28 -4.31
H -1.49 1.05 6.56
H -4.50 0.07 -1.18
H -9.72 3.25 -0.36
H 8.15 -1.48 -4.40
H -9.95 3.54 1.36
H 8.36 -3.51 1.31
H -3.54 1.37 -3.74
H 3.94 -0.18 -5.05
H -7.20 1.74 5.00
H -4.85 -2.07 6.69
H -4.71 1.11 2.22
H -1.91 0.36 -6.06
H -2.28 0.38 -1.24
H -5.43 0.12 -2.72
H -8.46 4.03 0.54
H -3.92 -3.56 6.90
H 6.13 5.80 -0.25
H -9.05 -0.06 0.33
H 4.56 -0.02 -2.46
H -10.12 1.11 -0.41
H 0.29 -2.57 -1.85
H 5.84 -4.57 -1.19
H -9.42 0.84 4.12
H 10.12 -0.48 0.62
H -2.84 0.06 7.11
H 3.27 1.16 -2.51
H 5.99 1.59 -3.43
H 7.48 -3.01 -5.01
H 10.39 -3.43 0.17
H -0.55 -1.54 4.42
H 6.50 6.41 -1.86
H -4.77 -0.64 1.78
H 10.77 -3.14 -1.53
H 10.09 -3.02 -3.54
H 8.75 -1.38 1.27
H 11.31 -2.02 -0.33
H -10.34 1.90 3.03
H -3.14 -2.03 7.14
H -10.31 0.71 1.29
H -4.79 1.91 0.64
H -4.31 -4.50 4.99
H -4.13 -3.75 3.43
H 9.58 -4.49 -2.65
H -4.06 2.71 2.05
H -7.06 4.54 2.09
H 7.11 4.09 -1.72
H 4.83 6.06 -1.39
H -1.61 -2.97 3.19
*
```

Results
HOMO ... -0.357 Ha

Atomic partial charges in e from the Mulliken method, atoms 1 to 6: I 0.1725; I 0.0642; P 1.1182; P -0.0616; P 0.8515; P 0.3547

***

| no. | LUMO energy (hartree) | gap between HOMO and LUMO (eV) | E_tot (eV) |
| --- | --- | --- | --- |
| 1 | 0.00343 | 10.18 | -193245.360 |
| 2 | -0.10926 | 6.75 | -132720.124 |